No. 1
{"formula": "C27H80N10O13", "method": "the ωB97M-V functional and the def2-TZVPD basis", "gap_ev": 8.06, "multiplicity": 1, "relative_energy_kcal_mol": 249.4, "total_charge": 0, "total_energy_ev": -70807.8974, "symbols": ["C", "O", "H", "H", "H", "H", "C", "O", "N", "N", "H", "H", "H", "H", "C", "O", "N", "N", "H", "H", "H", "H", "C", "O", "N", "N", "H", "H", "H", "H", "C", "O", "N", "N", "H", "H", "H", "H", "C", "O", "N", "N", "H", "H", "H", "H", "C", "C", "C", "O", "H", "H", "H", "H", "H", "H", "H", "H", "C", "C", "C", "O", "H", "H", "H", "H", "H", "H", "H", "H", "C", "C", "C", "O", "H", "H", "H", "H", "H", "H", "H", "H", "C", "C", "C", "O", "H", "H", "H", "H", "H", "H", "H", "H", "C", "C", "C", "O", "H", "H", "H", "H", "H", "H", "H", "H", "C", "C", "C", "O", "H", "H", "H", "H", "H", "H", "H", "H", "C", "C", "C", "O", "H", "H", "H", "H", "H", "H", "H", "H"], "positions_angstrom": [[-0.030, -0.313, -0.563], [-0.911, -1.323, -1.012], [-0.077, 0.583, -1.129], [0.948, -0.645, -0.746], [-0.165, -0.128, 0.517], [-1.228, -1.066, -1.863], [4.057, 0.458, 0.169], [2.745, 0.228, 0.537], [4.861, -0.454, -0.255], [4.576, 1.661, 0.165], [4.594, -1.419, -0.246], [5.911, -0.434, -0.224], [3.830, 2.400, 0.168], [5.425, 1.936, -0.450], [-4.071, -0.049, -1.340], [-3.300, -0.785, -2.239], [-3.538, 0.308, -0.211], [-5.301, 0.298, -1.515], [-2.647, -0.058, -0.047], [-4.062, 0.793, 0.535], [-5.671, -0.097, -2.378], [-5.790, 0.920, -0.883], [1.641, 3.546, 0.055], [2.941, 3.812, -0.173], [0.715, 4.476, 0.070], [1.214, 2.356, 0.356], [0.908, 5.477, 0.065], [-0.316, 4.281, 0.037], [1.914, 1.567, 0.463], [0.314, 2.227, 0.669], [-0.648, -0.494, -4.856], [-1.497, -0.914, -5.871], [0.647, -0.492, -4.969], [-1.079, 0.017, -3.756], [1.100, -0.635, -5.842], [1.247, -0.509, -4.150], [-2.092, -0.186, -3.669], [-0.559, 0.684, -3.228], [-1.425, -5.292, -0.981], [-1.897, -6.336, -1.765], [-1.051, -5.446, 0.251], [-1.443, -4.038, -1.312], [-1.027, -6.413, 0.740], [-0.759, -4.677, 0.842], [-1.768, -3.707, -2.253], [-1.199, -3.228, -0.751], [2.322, -0.276, 5.161], [1.895, 0.520, 3.951], [3.092, 1.454, 3.514], [1.438, -0.003, 2.883], [1.495, -0.308, 5.838], [3.160, 0.115, 5.665], [2.637, -1.278, 4.931], [1.216, 1.295, 4.362], [3.986, 0.882, 3.156], [3.345, 2.120, 4.312], [2.966, 2.083, 2.646], [2.071, -0.104, 2.199], [-1.639, 3.021, -1.649], [-2.492, 4.131, -1.085], [-3.814, 3.570, -0.706], [-1.946, 4.622, -0.085], [-0.759, 3.520, -2.062], [-2.282, 2.486, -2.341], [-1.498, 2.290, -0.910], [-2.625, 4.949, -1.806], [-3.704, 2.818, 0.035], [-4.266, 3.119, -1.549], [-4.418, 4.335, -0.253], [-2.681, 4.967, 0.410], [0.053, -5.003, 3.011], [0.700, -3.624, 2.922], [0.574, -3.063, 1.537], [0.254, -2.737, 3.689], [-0.038, -5.337, 4.077], [0.402, -5.814, 2.384], [-0.979, -4.882, 2.783], [1.726, -3.758, 3.153], [-0.446, -2.668, 1.290], [0.776, -3.841, 0.815], [1.224, -2.298, 1.297], [0.545, -1.875, 3.434], [-2.578, -1.166, 2.850], [-3.782, -1.943, 2.213], [-3.284, -2.848, 1.118], [-4.410, -2.663, 3.039], [-1.830, -1.892, 3.185], [-3.009, -0.706, 3.729], [-2.161, -0.362, 2.327], [-4.504, -1.263, 1.804], [-2.434, -3.477, 1.380], [-2.928, -2.217, 0.326], [-4.124, -3.346, 0.724], [-5.287, -2.815, 2.701], [1.577, 2.224, -3.178], [3.053, 2.133, -3.613], [3.486, 3.415, -4.291], [3.942, 1.884, -2.752], [1.265, 3.170, -2.771], [1.394, 1.463, -2.422], [0.990, 1.976, -4.095], [3.097, 1.273, -4.358], [4.097, 3.223, -5.165], [4.047, 4.074, -3.705], [2.646, 4.002, -4.760], [3.965, 2.528, -2.029], [-1.848, 1.583, 4.511], [-1.434, 2.641, 3.544], [-1.575, 2.264, 2.086], [-2.037, 3.722, 3.768], [-1.290, 0.751, 4.268], [-2.895, 1.384, 4.429], [-1.600, 1.939, 5.489], [-0.380, 2.791, 3.672], [-2.572, 1.962, 1.843], [-0.928, 1.411, 1.801], [-1.170, 3.063, 1.528], [-1.386, 4.346, 3.524], [3.076, -1.396, -2.801], [2.665, -2.801, -3.234], [1.287, -3.104, -2.710], [2.640, -3.065, -4.423], [3.974, -1.087, -3.280], [3.203, -1.325, -1.709], [2.367, -0.627, -3.112], [3.459, -3.433, -2.816], [0.461, -2.494, -3.162], [1.191, -2.934, -1.619], [1.106, -4.160, -2.889], [2.114, -2.440, -4.900]], "atomic_forces_ev_per_a": [[-0.36, -0.86, 0.58], [0.12, 0.17, 1.47], [-0.66, 1.08, -0.36], [1.66, -0.48, 0.24], [0.03, -0.05, -0.41], [-0.85, 0.11, -1.06], [-4.84, 0.57, 1.33], [5.63, 0.24, -1.43], [3.39, -4.27, -0.47], [0.70, 3.07, -0.80], [-0.62, -0.17, 0.11], [-1.79, 0.91, -0.08], [0.78, 0.44, 0.20], [-2.06, -1.15, 1.58], [5.08, -4.06, -3.98], [-4.21, 3.47, 3.64], [-0.09, 1.56, 2.33], [-2.54, -0.08, -2.05], [1.51, -0.52, 0.58], [0.68, -0.79, -0.79], [-0.52, 0.64, 0.47], [-0.06, -0.40, -0.47], [5.08, 1.46, -0.36], [-4.22, -0.97, 0.53], [-2.39, 2.56, -0.29], [2.63, -2.12, -0.52], [0.48, -0.78, -0.26], [1.78, 0.15, 0.35], [-0.85, 0.39, -0.22], [-1.96, -0.27, 0.69], [-4.71, -2.31, -7.43], [4.26, 1.89, 5.10], [3.56, -0.30, -0.35], [-3.41, -0.22, 2.07], [-0.09, -0.21, -0.63], [-0.54, 0.26, -0.45], [0.63, 0.87, 0.78], [0.01, 0.26, 0.24], [-3.62, -5.83, -4.56], [2.58, 5.00, 3.58], [1.34, -3.87, 4.82], [-0.83, 3.72, -3.73], [-0.25, 2.46, -1.75], [-0.31, -0.45, -0.62], [0.40, -1.15, 1.37], [0.15, -0.60, 0.20], [-0.72, -1.16, -0.56], [4.14, 6.18, 3.78], [0.90, -0.89, -0.17], [-4.68, -3.97, -3.24], [-0.43, -0.40, 0.66], [0.90, 1.02, 0.55], [-0.14, -0.71, -0.35], [-0.46, -0.46, -0.25], [-0.43, 0.00, 0.87], [0.53, 0.23, 0.63], [-1.06, 0.26, -0.32], [1.29, -0.12, -1.47], [-0.91, 1.22, -1.47], [-3.47, -3.56, -7.54], [-0.59, 0.15, -0.08], [3.83, 4.10, 8.16], [0.13, -0.95, -0.16], [0.48, 0.11, -0.91], [0.88, -0.77, 1.35], [-0.33, -0.39, -0.95], [0.40, -0.69, 0.70], [-0.96, -0.23, -0.86], [-0.73, 0.53, -0.05], [0.27, 0.83, 1.36], [-0.98, 0.20, 2.25], [2.68, -4.43, -5.23], [-1.56, -1.80, -1.81], [-4.28, 4.22, 6.87], [0.65, 0.14, -0.75], [0.72, 0.24, 0.00], [-1.20, 0.15, -0.40], [1.85, -0.65, -0.22], [0.61, -0.38, 0.60], [0.33, -0.12, -0.53], [1.61, 1.82, -0.10], [0.36, 1.11, -0.24], [-2.14, -1.88, 1.47], [4.95, 3.37, -4.65], [1.08, 1.59, -0.83], [-3.62, -4.00, 6.67], [-0.02, 0.27, -0.15], [0.06, 0.03, 0.50], [0.65, 0.82, -1.40], [-0.09, 1.26, -0.88], [-0.55, -0.26, 0.41], [0.33, 0.20, -0.76], [-0.77, -1.27, -0.54], [-0.39, -0.44, 0.21], [0.06, -1.05, -0.75], [-4.29, 1.40, -5.55], [-2.11, 0.58, -3.48], [4.98, -2.48, 6.38], [0.13, 0.53, 0.08], [-0.12, -0.20, 0.14], [0.14, 0.43, 0.76], [-0.14, 0.94, 0.53], [0.46, -0.32, -0.11], [0.64, 0.85, 1.44], [0.49, -0.46, 0.67], [-0.29, 0.08, -0.15], [-0.29, 1.31, -0.10], [3.17, -6.90, -1.54], [1.17, -2.11, 0.19], [-4.35, 6.83, 1.80], [1.02, -2.18, -0.12], [-0.74, -0.18, 0.07], [-0.01, 0.02, 0.77], [1.26, -0.27, 0.27], [-0.80, 0.32, -0.33], [-0.30, 0.05, 0.52], [-0.34, 1.11, -0.80], [0.18, 2.15, -0.20], [-0.28, 0.29, 0.29], [-0.10, 2.10, 10.26], [-0.96, -0.18, 2.28], [1.37, -1.91, -11.67], [1.13, 0.14, -0.30], [-0.33, -0.01, -0.66], [-0.10, -0.01, 0.49], [-0.35, -0.36, 0.73], [0.93, -0.47, 0.01], [0.02, -0.13, -0.39], [-0.38, -0.05, -0.07], [-0.72, 0.27, -0.81]]}

=====

No. 2
{"formula": "C32H42Cl2I2N4O3PS4SbW", "method": "the ωB97M-V functional and the def2-TZVPD basis", "gap_ev": [5.64, 5.68], "multiplicity": 3, "relative_energy_kcal_mol": 0.0, "total_charge": 0, "total_energy_ev": -148212.5547, "symbols": ["W", "Cl", "C", "Cl", "H", "H", "I", "C", "C", "C", "I", "C", "C", "C", "C", "N", "C", "C", "O", "H", "H", "H", "H", "S", "Sb", "S", "S", "S", "O", "P", "N", "C", "C", "C", "C", "N", "C", "C", "C", "C", "N", "C", "C", "C", "C", "H", "H", "H", "H", "H", "H", "H", "H", "H", "H", "H", "H", "H", "H", "H", "H", "H", "H", "H", "H", "H", "H", "H", "H", "C", "C", "C", "C", "C", "C", "C", "O", "C", "C", "C", "H", "H", "H", "H", "H", "H", "H", "H", "H", "H", "H", "H"], "positions_angstrom": [[0.003, -0.842, -1.073], [1.022, 0.503, 1.842], [0.689, 2.175, 2.396], [-0.926, 2.716, 1.963], [1.417, 2.833, 1.933], [0.776, 2.183, 3.476], [-0.453, 4.270, -1.571], [1.209, 3.064, -1.971], [2.335, 3.561, -2.637], [3.389, 2.737, -2.946], [4.997, 3.557, -4.033], [3.396, 1.365, -2.603], [4.402, 0.424, -2.866], [4.200, -0.887, -2.484], [3.040, -1.272, -1.843], [2.058, -0.407, -1.540], [2.250, 0.897, -1.923], [1.154, 1.729, -1.622], [0.121, 1.116, -1.043], [2.358, 4.601, -2.928], [5.305, 0.719, -3.379], [4.953, -1.634, -2.691], [2.858, -2.304, -1.561], [1.202, -4.749, -2.002], [-0.555, -3.774, -3.063], [-1.713, -2.502, -1.263], [-0.836, -0.265, -3.401], [0.675, -1.610, -3.760], [-1.575, -0.099, 0.526], [-3.094, -0.135, 0.516], [-3.653, 0.174, -1.002], [-3.210, 1.455, -1.599], [-3.998, 1.522, -2.898], [-5.354, 0.946, -2.487], [-4.967, -0.204, -1.556], [-3.655, 1.047, 1.533], [-3.497, 0.831, 2.975], [-4.078, 2.094, 3.598], [-5.202, 2.450, 2.624], [-4.561, 2.164, 1.266], [-3.624, -1.563, 1.188], [-4.649, -2.451, 0.617], [-4.510, -3.751, 1.408], [-3.012, -3.807, 1.704], [-2.682, -2.351, 2.010], [-2.132, 1.446, -1.743], [-3.457, 2.312, -0.964], [-3.527, 0.893, -3.652], [-4.063, 2.542, -3.274], [-5.931, 0.589, -3.339], [-5.937, 1.698, -1.950], [-4.843, -1.128, -2.126], [-5.707, -0.370, -0.771], [-2.446, 0.669, 3.225], [-4.066, -0.053, 3.287], [-3.328, 2.887, 3.602], [-4.426, 1.926, 4.616], [-5.528, 3.485, 2.712], [-6.061, 1.794, 2.784], [-3.995, 3.047, 0.943], [-5.298, 1.919, 0.500], [-4.456, -2.641, -0.442], [-5.643, -2.009, 0.723], [-4.858, -4.604, 0.828], [-5.084, -3.697, 2.336], [-2.482, -4.127, 0.807], [-2.756, -4.463, 2.536], [-1.646, -2.094, 1.784], [-2.864, -2.130, 3.069], [4.927, -6.114, 3.404], [3.883, -5.319, 2.681], [4.081, -3.984, 2.365], [3.133, -3.229, 1.695], [3.503, -1.794, 1.433], [1.894, -3.824, 1.324], [0.820, -3.190, 0.652], [0.755, -2.011, 0.128], [1.694, -5.204, 1.639], [0.454, -5.939, 1.217], [2.677, -5.905, 2.299], [5.858, -5.556, 3.480], [5.122, -7.052, 2.884], [4.588, -6.358, 4.413], [5.013, -3.505, 2.644], [4.483, -1.746, 0.955], [3.559, -1.244, 2.374], [2.796, -1.293, 0.791], [-0.104, -3.743, 0.519], [-0.443, -5.538, 1.695], [0.539, -6.990, 1.488], [0.328, -5.876, 0.133], [2.515, -6.954, 2.517]], "atomic_forces_ev_per_a": [[-4.05, 1.66, -4.14], [0.20, 0.54, 0.58], [0.12, -0.33, -0.11], [0.03, 0.11, 0.03], [-0.03, -0.05, -0.03], [0.03, -0.01, -0.02], [0.31, -0.09, -0.14], [-0.51, -0.32, 0.34], [0.33, -0.08, -0.14], [0.30, 0.49, -0.30], [-0.18, -0.09, 0.17], [-0.40, 0.07, 0.27], [-0.15, -0.53, 0.07], [0.70, 0.44, -0.34], [-1.18, 0.13, 0.88], [2.05, 0.58, -0.44], [0.12, -0.42, 0.05], [-1.02, -0.16, 0.36], [0.84, 1.99, -0.08], [0.01, 0.01, -0.01], [0.03, 0.02, -0.01], [-0.02, -0.03, 0.00], [0.00, -0.03, -0.10], [0.40, 0.01, 0.21], [-0.40, 0.29, -0.08], [-0.02, -0.77, -0.47], [0.16, 0.35, 0.13], [-0.82, -0.46, 0.91], [0.49, -0.35, -0.72], [0.48, 0.12, -0.06], [-0.44, 0.26, 0.62], [0.29, -0.03, -0.21], [-0.08, 0.02, 0.15], [0.21, -0.06, -0.02], [0.02, -0.22, -0.05], [-0.10, -0.29, 0.01], [0.02, -0.04, 0.08], [-0.08, -0.05, -0.09], [0.13, -0.04, 0.03], [0.03, 0.12, -0.01], [0.25, -0.08, -0.50], [-0.22, 0.09, -0.03], [0.08, 0.05, -0.03], [-0.16, 0.12, 0.06], [0.15, -0.03, 0.16], [0.01, 0.05, 0.01], [0.04, -0.03, -0.03], [0.03, -0.02, -0.03], [0.02, 0.00, -0.05], [-0.10, 0.04, 0.04], [-0.02, -0.01, -0.03], [-0.09, -0.01, 0.06], [-0.04, 0.00, -0.06], [-0.03, 0.03, 0.04], [0.02, 0.01, 0.03], [0.00, -0.01, 0.06], [0.02, 0.04, 0.02], [-0.06, -0.01, -0.02], [-0.02, 0.00, 0.00], [-0.08, -0.01, -0.09], [0.04, 0.03, -0.03], [0.01, 0.02, 0.00], [0.00, -0.08, -0.01], [-0.06, -0.02, 0.04], [-0.02, -0.01, 0.01], [0.06, -0.01, 0.03], [-0.02, -0.03, 0.00], [-0.07, 0.02, -0.03], [0.06, -0.03, 0.00], [-0.04, 0.04, -0.02], [-0.13, 0.11, -0.10], [0.03, -0.11, 0.01], [-0.32, 0.11, -0.13], [-0.10, -0.05, -0.07], [1.04, -0.20, 0.69], [-0.96, 0.94, -1.44], [3.05, -3.67, 3.93], [-0.26, 0.21, -0.13], [-0.03, -0.08, 0.10], [0.18, -0.11, 0.08], [0.03, -0.03, 0.03], [0.02, -0.02, 0.03], [0.02, -0.02, 0.01], [0.02, 0.00, 0.00], [0.02, 0.00, 0.06], [0.01, 0.01, -0.02], [-0.07, 0.12, -0.02], [-0.03, -0.12, 0.01], [-0.01, -0.01, -0.01], [-0.03, 0.00, 0.05], [-0.04, 0.03, 0.02], [-0.03, -0.02, -0.01]]}

=====

No. 3
{"formula": "C14H24Cl4F6NNbO5P", "method": "the ωB97M-V functional and the def2-TZVPD basis", "gap_ev": 5.64, "multiplicity": 1, "total_charge": -1, "total_energy_ev": -103857.9264, "symbols": ["C", "C", "O", "C", "C", "O", "C", "Nb", "C", "N", "Cl", "C", "O", "C", "F", "F", "C", "F", "F", "C", "F", "F", "C", "O", "O", "P", "C", "C", "H", "H", "H", "H", "H", "H", "H", "H", "H", "H", "H", "H", "H", "H", "H", "H", "H", "H", "H", "H", "H", "H", "H", "C", "Cl", "Cl", "Cl", "H"], "positions_angstrom": [[4.031, -3.369, 1.189], [4.678, -1.956, 0.585], [3.774, -1.517, -0.497], [3.835, -0.037, -0.645], [2.870, 0.539, -1.829], [1.431, 0.372, -1.644], [1.035, 0.190, -0.243], [-1.239, 0.546, -0.114], [-1.428, -0.589, -2.072], [-0.912, 2.357, -1.308], [-1.535, -1.578, 1.223], [-3.461, 0.998, -0.184], [-3.854, 1.746, -1.257], [-4.638, 0.605, 0.863], [-4.221, -0.097, 2.098], [-5.169, 1.935, 1.363], [-5.961, -0.133, 0.243], [-7.024, -0.004, 1.313], [-6.567, 0.588, -0.938], [-5.847, -1.709, -0.103], [-4.711, -2.456, 0.454], [-7.089, -2.368, 0.454], [-5.906, -2.070, -1.736], [-7.135, -2.181, -2.310], [-4.700, -2.315, -2.539], [-0.775, 1.967, 1.943], [0.498, 0.919, 2.981], [-2.254, 2.182, 3.107], [2.967, -3.522, 0.672], [4.689, -4.310, 0.868], [3.831, -3.309, 2.339], [4.786, -1.159, 1.454], [5.752, -2.235, 0.177], [4.959, 0.188, -0.981], [3.726, 0.530, 0.400], [3.216, 1.657, -2.056], [3.159, -0.063, -2.819], [1.510, 1.087, 0.385], [1.275, -0.866, 0.198], [-1.043, 0.064, -2.995], [-2.520, -0.909, -2.347], [-0.733, -1.559, -2.085], [-0.075, 2.857, -0.887], [-0.753, 2.112, -2.308], [-3.997, -2.788, -1.982], [0.630, -0.161, 2.492], [1.558, 1.451, 3.049], [0.063, 0.692, 4.070], [-1.865, 2.845, 4.021], [-3.116, 2.801, 2.617], [-2.571, 1.160, 3.576], [7.423, 2.228, -1.736], [5.809, 2.949, -1.614], [8.319, 2.450, -0.224], [7.307, 0.508, -2.144], [7.967, 2.736, -2.537]], "atomic_forces_ev_per_a": [[-0.62, 0.06, -0.89], [-0.19, -1.37, 0.55], [1.02, 1.80, 1.53], [1.62, 0.63, -0.29], [1.24, -0.98, -0.63], [1.93, -0.13, 1.09], [0.07, 0.80, 0.94], [2.16, 1.28, -2.67], [-0.02, -1.02, -1.91], [1.29, -2.26, 1.56], [0.20, 0.88, -0.74], [-3.09, 3.44, -4.40], [1.47, -4.55, 6.44], [-1.40, 2.07, 1.67], [-1.31, 1.78, -3.88], [1.24, -3.52, -1.20], [-2.95, 1.56, 1.19], [3.11, -0.46, -3.12], [2.34, -2.51, 3.73], [-1.24, -3.11, -0.04], [-3.08, 2.61, -1.36], [3.94, 1.91, -1.61], [-5.32, -1.23, -4.00], [8.82, 1.00, 4.00], [-2.47, -0.18, 3.57], [-0.03, -0.43, 1.27], [0.37, -1.31, 0.73], [0.09, 0.82, 1.97], [2.34, 0.45, 1.10], [-1.36, 2.11, 1.00], [0.66, -0.23, -2.19], [-0.34, -1.48, -1.90], [-2.06, 0.91, 0.62], [-2.46, -0.23, 0.55], [-0.17, -1.40, -2.20], [-0.99, -2.10, 0.81], [-0.64, 1.19, 2.09], [-0.73, -2.04, -0.97], [0.13, 1.94, -0.89], [-0.83, -1.27, 2.01], [1.90, 0.43, 0.41], [-1.49, 1.91, 0.17], [-1.40, -0.60, -0.97], [-0.03, 0.49, 1.09], [-1.27, 1.22, -0.64], [-0.16, 2.36, 1.00], [-2.34, -1.13, -0.06], [1.00, 0.73, -2.29], [-0.88, -1.32, -1.84], [1.54, -1.52, 0.81], [0.23, 1.93, -1.12], [-0.06, 0.05, -0.08], [0.29, -0.02, -0.05], [-0.05, 0.00, -0.18], [0.17, 0.22, -0.06], [-0.19, -0.19, 0.30]]}